2 unconnected molecules or ions with the total composition C9H14BNO at a distorted geometry. Source: OMol25; level of theory: ωB97M-V with the def2-TZVPD basis set.

Last column: natural (NBO) charge in e.
CARTESIAN COORDINATES (ANGSTROEM)
B 1.20487 -0.99481 1.06623  0.8478
C -2.25274 2.66296 -0.39085  -0.2149
C -2.38759 1.78325 -1.42774  -0.2167
C -1.79961 2.21018 0.80241  -0.2052
C -2.34119 0.44155 -1.22604  -0.2203
C -1.65561 0.84360 1.02480  -0.2173
C -2.03718 -0.04874 0.01926  -0.2266
C 1.96101 0.52594 -0.70132  -0.4039
C 0.66533 -1.36750 -1.32021  -0.4118
C 0.45140 -2.67075 2.79878  -0.1682
N 1.39860 -0.77806 -0.27234  -0.7236
O 0.82796 -1.95224 1.79218  -0.6300
H -2.51623 3.71552 -0.47513  0.2170
H -2.49310 2.11057 -2.49986  0.2175
H -1.62942 2.76078 1.67102  0.2102
H -2.55349 -0.29605 -2.06942  0.2199
H -1.53507 0.60715 2.00904  0.2087
H 1.10319 1.11908 -0.99471  0.1961
H 2.56166 1.09756 0.06989  0.2188
H 2.71161 0.31687 -1.51098  0.1910
H 1.20513 -1.02909 -2.25164  0.1996
H 0.60696 -2.41459 -1.11355  0.2067
H -0.39671 -1.08900 -1.30396  0.1974
H -1.93311 -1.16455 0.29203  0.2231
H 1.33973 -3.13732 3.29393  0.1450
H -0.27026 -2.14263 3.39329  0.1396

Results
- frontier orbital gap (spin up / spin down) (eV) = 6.803 / 7.852
- electronic energy (eV) = -13769.922
- HOMO energy (spin up / spin down) (eV) = -6.31 / -7.49
- E_LUMO (spin up / spin down) (eV) = 0.494 / 0.363
- energy above the lowest of the compared OMol25 structures with the same formula, charge and spin (kJ/mol) = 471.7
- max |F| (Eh/bohr) = 0.062
- charge = 0


C10H15O3PS in the gas phase at a distorted geometry. Source: OMol25; level of theory: ωB97M-V with the def2-TZVPD basis set.

Last column: natural (NBO) charge in e.
CARTESIAN COORDINATES (ANGSTROEM)
C -3.04056 -0.49861 0.11562  -0.2662
O -2.11587 0.43986 -0.44579  -0.8429
P -0.92413 -0.02183 -1.32057  2.2386
O -0.35065 1.07798 -2.15921  -1.0854
O -1.57353 -1.17016 -2.28031  -0.8411
C -1.04394 -1.21635 -3.64690  -0.2758
C 0.55758 -0.54696 0.33426  -0.5404
S 1.94238 -1.30472 -0.41984  0.2700
C 1.04985 -2.76899 -0.97246  -0.7434
C 0.67715 0.85955 0.66675  -0.1397
C -0.05549 1.59939 1.58204  -0.1969
C 0.02348 2.97639 1.72092  -0.2118
C 0.90118 3.67454 0.88204  -0.2036
C 1.72249 2.98585 -0.00101  -0.2179
C 1.59113 1.59648 -0.13370  -0.1461
H -2.66037 -1.48421 -0.38742  0.1991
H -4.14965 -0.35553 -0.11193  0.2079
H -2.89452 -0.42921 1.24646  0.1941
H -0.05335 -0.67047 -3.82441  0.2282
H -1.86191 -0.75260 -4.24901  0.2024
H -0.97823 -2.31178 -3.88999  0.1903
H 0.09279 -1.14643 1.15616  0.2371
H 0.47564 -2.36085 -1.73275  0.2094
H 0.46970 -3.39981 -0.24726  0.2264
H 1.90776 -3.38801 -1.46973  0.2321
H -0.76804 1.23997 2.40972  0.2094
H -0.58722 3.55261 2.55623  0.2172
H 0.93051 4.78356 1.11611  0.2141
H 2.30726 3.64423 -0.62951  0.2200
H 2.05391 1.03762 -0.85529  0.2151

Results
- frontier orbital gap (eV) = 8.605
- electronic energy (eV) = -36878.572
- SMILES = COP(=O)(OC)[C@@H](SC)c1ccccc1
- HOMO energy (eV) = -8.10
- E_LUMO (eV) = 0.501
- energy above the lowest of the compared OMol25 structures with the same formula, charge and spin (kJ/mol) = 42.8
- max |F| (Eh/bohr) = 0.069
- charge = 0


A molecular structure, C2H3N2O2 at a distorted geometry. Source: OMol25; level of theory: ωB97M-V with the def2-TZVPD basis set.

Last column: natural (NBO) charge in e.
CARTESIAN COORDINATES (ANGSTROEM)
C 0.60376 -0.88101 0.05747  0.1979
C -1.18856 0.79289 0.14975  0.9957
N 1.25996 -1.72634 -0.40712  0.3028
N -0.62401 -0.39053 0.32801  -0.5973
O -1.93470 1.61804 0.16511  -0.2269
O 2.14172 -2.38829 -0.78300  -0.2162
H 0.71994 2.18185 -0.38655  0.1910
H 0.32624 1.75996 0.19952  -0.1164
H -1.30435 -0.96656 0.67681  0.4695

Results
- frontier orbital gap (spin up / spin down) (eV) = 8.607 / 8.608
- electronic energy (eV) = -9183.330
- HOMO energy (spin up / spin down) (eV) = -14.98 / -14.98
- E_LUMO (spin up / spin down) (eV) = -6.371 / -6.371
- energy above the lowest of the compared OMol25 structures with the same formula, charge and spin (kJ/mol) = 674.8
- max |F| (Eh/bohr) = 0.069
- charge = +1


C5H7N3 in the gas phase at a distorted geometry. Source: OMol25; level of theory: ωB97M-V with the def2-TZVPD basis set.

Last column: natural (NBO) charge in e.
CARTESIAN COORDINATES (ANGSTROEM)
C 2.09746 0.11722 -0.45159  -0.0868
C 1.13022 -0.06074 -1.38496  -0.1251
N -0.03296 -0.09775 -0.66807  -0.3703
C 0.27690 0.14823 0.62602  0.4936
N 1.56382 0.24548 0.87205  -0.5000
N -0.91320 0.37906 1.32119  -0.6093
C -1.92030 -0.35935 0.59937  -0.2210
C -1.49112 -0.18238 -0.85371  -0.2035
H 3.16102 0.01707 -0.55510  0.2069
H 1.15995 -0.36084 -2.41743  0.2181
H -0.85983 0.29032 2.32086  0.3979
H -1.83894 -1.41646 0.83178  0.1771
H -2.92159 -0.00245 0.75404  0.2107
H -1.86589 0.80686 -1.27725  0.1964
H -1.71722 -0.99993 -1.54387  0.2151

Results
- frontier orbital gap (eV) = 8.752
- electronic energy (eV) = -9768.299
- SMILES = c1cn2c(n1)NCC2
- HOMO energy (eV) = -7.88
- E_LUMO (eV) = 0.869
- energy above the lowest of the compared OMol25 structures with the same formula, charge and spin (kJ/mol) = 105.0
- max |F| (Eh/bohr) = 0.039
- charge = 0